Record 1
{
  "formula": "C37H52N2O12",
  "method": "wB97M-V/def2-TZVPD",
  "elements": ["O", "O", "O", "O", "O", "O", "O", "O", "O", "O", "O", "O", "N", "N", "C", "C", "C", "C", "C", "C", "C", "C", "C", "C", "C", "C", "C", "C", "C", "C", "C", "C", "C", "C", "C", "C", "C", "C", "C", "C", "C", "C", "C", "C", "C", "C", "C", "C", "C", "C", "C", "H", "H", "H", "H", "H", "H", "H", "H", "H", "H", "H", "H", "H", "H", "H", "H", "H", "H", "H", "H", "H", "H", "H", "H", "H", "H", "H", "H", "H", "H", "H", "H", "H", "H", "H", "H", "H", "H", "H", "H", "H", "H", "H", "H", "H", "H", "H", "H", "H", "H", "H", "H"],
  "positions_angstrom": [[-4.36907, -1.65814, 4.67351], [2.19535, 0.47934, -6.30353], [-7.46702, 1.54865, 6.09504], [0.07155, 3.37671, 5.75648], [2.08505, 1.44733, -8.31090], [6.95356, -2.21285, -0.59703], [5.92605, -1.35365, -6.93234], [-5.19529, -1.15641, 6.68836], [-7.56640, 2.49709, 4.07576], [5.71287, -3.16973, -2.19862], [-1.94940, 2.61615, 5.18035], [7.54005, 0.07890, -6.35622], [-0.72946, -0.44971, 0.92681], [-2.60409, 1.43164, -0.06640], [6.71892, -0.27270, -7.15069], [-0.70893, 1.53307, 6.98476], [1.78442, 1.59706, 0.12463], [-4.37787, 0.62485, 5.22520], [-1.42727, 1.76127, 0.36387], [5.03478, -0.28293, -8.82650], [6.78871, -2.33871, -4.12072], [-8.31985, 0.74344, 6.92917], [-4.43836, -1.70078, -0.45492], [-0.98318, 2.53974, 5.88133], [-1.95289, -0.83570, 0.45158], [-4.14169, -0.36545, -0.47260], [6.78715, -2.47715, -1.75181], [-9.73915, 1.08839, 6.49037], [5.83586, -3.41107, -3.61143], [1.34230, -0.32076, -5.46393], [0.86272, 1.33364, 1.33476], [2.17893, 0.33484, -0.64352], [6.39565, 0.33157, -8.50362], [5.10731, -1.61115, -8.08605], [-2.89210, 0.09627, -0.02818], [-3.49058, -2.63891, 0.00445], [-4.20018, 0.48876, 3.71942], [3.54707, -0.26231, -0.23326], [-8.11040, 1.90257, 4.95915], [-0.07792, 0.02811, -5.89387], [-0.47055, 0.82683, 0.87575], [3.40240, -1.26958, 0.91728], [-4.71811, -0.78570, 5.65189], [-9.54070, 1.39768, 5.00719], [-2.28473, -2.20647, 0.45777], [0.11238, 0.33995, -7.37853], [7.70232, -2.13132, -2.91235], [1.12774, 2.98955, 6.65302], [0.44488, 2.17973, 7.74917], [1.54236, 0.84245, -7.43296], [-3.72475, -0.95155, 3.59531], [-1.15919, 2.81340, 0.33851], [-0.56857, 1.09835, -7.75332], [0.72045, 2.27746, 1.86522], [-3.50642, 1.21062, 3.29274], [-2.64263, -1.04394, 3.72121], [6.37419, 1.41513, -8.43447], [1.61527, 3.88909, 7.01970], [-1.53457, -2.89325, 0.82828], [4.84526, -3.35238, -4.05731], [-10.08046, 1.98468, 7.01016], [-3.70486, -3.69808, 0.00728], [3.41968, -0.76177, 1.88158], [-5.16193, 0.60813, 3.21721], [-3.45292, 0.92904, 5.70864], [1.24049, 2.27092, -0.54552], [-5.17927, 1.30503, 5.49211], [1.11317, 1.47250, 8.23518], [-0.41949, 0.58838, 6.52090], [-4.87512, 0.34490, -0.83018], [8.55018, -2.81803, -2.90211], [-0.41220, 0.92405, -5.36992], [7.17018, 0.02700, -9.20969], [4.13495, -1.96103, -7.74550], [3.93795, -0.80081, -1.09692], [-10.45081, 0.29051, 6.69113], [0.04036, -0.55266, -8.00216], [-8.06860, -0.30505, 6.76149], [4.20681, 0.55910, 0.04314], [5.58013, -2.39948, -8.67656], [-4.00713, -1.40208, 2.64594], [1.55340, -0.07808, -4.42561], [1.58117, -1.37270, -5.63611], [4.83429, -0.39898, -9.88953], [-8.11820, 0.99105, 7.96773], [-1.59847, 1.38074, 7.58999], [6.23859, -1.42344, -4.32654], [1.32321, 0.60408, 1.99832], [4.23673, -1.97205, 0.88537], [2.19207, 0.54235, -1.71678], [1.43080, -0.44899, -0.50885], [0.04955, 2.85084, 8.51246], [8.05860, -1.10960, -2.82282], [-5.40438, -2.04447, -0.79964], [6.22677, -4.42134, -3.75470], [-10.22057, 2.15265, 4.62320], [-0.79119, -0.76711, -5.68960], [4.24498, 0.33532, -8.40157], [7.30587, -2.62428, -5.03110], [2.67164, 2.14884, 0.43891], [-9.60525, 0.50154, 4.38805], [2.49153, -1.85652, 0.80818], [1.85359, 2.39764, 6.09144]],
  "forces_ev_per_a": [[-0.028, -0.006, -0.069], [0.033, -0.036, 0.039], [-0.036, 0.053, 0.061], [0.040, 0.050, 0.008], [-0.005, 0.018, 0.010], [-0.233, -0.057, 0.064], [-0.056, -0.042, -0.081], [-0.106, -0.039, -0.052], [0.044, 0.045, 0.019], [-0.079, -0.006, 0.029], [0.098, 0.116, -0.040], [-0.026, -0.012, 0.069], [-0.151, 0.119, -0.113], [0.013, -0.093, -0.023], [0.158, 0.059, -0.094], [0.151, 0.268, 0.199], [-0.477, 0.026, -0.155], [-0.300, -0.138, -0.335], [0.100, 0.129, 0.019], [0.054, 0.104, -0.016], [0.165, -0.045, 0.164], [-0.096, -0.087, 0.075], [-0.027, -0.082, -0.041], [-0.033, -0.206, -0.063], [-0.027, -0.059, 0.104], [-0.478, -0.149, -0.136], [0.460, 0.131, 0.121], [-0.007, 0.030, -0.098], [0.021, 0.005, -0.159], [-0.089, -0.041, 0.064], [0.277, 0.125, -0.257], [0.471, -0.144, -0.080], [-0.354, -0.102, 0.065], [-0.126, 0.036, -0.095], [0.167, -0.010, 0.075], [-0.137, 0.042, -0.038], [0.049, 0.050, 0.017], [-1.061, -0.276, 0.005], [-0.032, -0.137, -0.173], [-0.015, 0.028, -0.103], [0.040, -0.052, 0.192], [0.601, 0.140, -0.234], [0.126, 0.096, 0.151], [-0.038, 0.077, 0.361], [0.539, -0.056, 0.133], [-0.025, 0.100, 0.379], [-0.486, 0.016, -0.297], [0.068, -0.038, 0.088], [-0.078, -0.054, -0.015], [-0.016, -0.069, -0.122], [0.040, 0.171, -0.230], [-0.036, 0.032, 0.022], [0.025, -0.041, -0.157], [0.004, -0.055, 0.151], [0.059, -0.030, 0.034], [0.002, -0.003, 0.012], [0.148, 0.015, -0.012], [-0.043, 0.055, -0.071], [-0.002, -0.024, 0.013], [-0.041, -0.009, 0.084], [0.002, -0.007, 0.018], [-0.147, -0.019, -0.018], [-0.180, -0.135, 0.106], [-0.001, 0.007, 0.000], [0.009, 0.053, 0.078], [0.041, 0.043, -0.006], [0.077, 0.048, 0.217], [0.025, -0.014, -0.054], [-0.050, -0.026, -0.009], [0.094, 0.134, 0.026], [0.028, 0.019, 0.036], [0.001, -0.008, 0.022], [0.052, 0.038, 0.022], [0.037, -0.027, 0.092], [0.269, 0.144, 0.001], [0.040, -0.042, -0.019], [-0.011, 0.021, -0.054], [0.018, 0.001, -0.004], [0.313, -0.143, -0.146], [0.027, 0.014, 0.000], [-0.035, -0.195, 0.106], [0.083, 0.045, -0.024], [-0.010, -0.005, -0.014], [0.048, -0.043, -0.006], [0.105, 0.034, -0.025], [-0.061, -0.107, -0.104], [0.015, 0.020, -0.046], [-0.078, -0.019, 0.097], [0.063, 0.058, 0.186], [0.064, 0.173, 0.018], [-0.146, 0.081, -0.021], [0.016, 0.010, 0.005], [0.131, -0.044, 0.116], [-0.021, 0.020, -0.014], [0.018, 0.002, 0.020], [0.025, -0.040, -0.150], [0.038, -0.039, -0.016], [-0.018, -0.004, -0.026], [-0.004, -0.013, -0.014], [0.047, -0.052, 0.088], [-0.006, 0.023, -0.058], [-0.118, 0.077, 0.106], [-0.009, -0.020, 0.001]],
  "mulliken_charge": [-0.407, -0.319, -0.284, -0.386, -0.600, -0.584, -0.333, -0.643, -0.586, -0.362, -0.528, -0.574, -0.423, -0.627, 0.573, -0.344, -0.942, 0.667, -0.528, -0.118, 0.051, -0.420, -0.422, 0.507, 0.143, -0.571, 0.583, -0.500, -0.422, -0.153, -0.961, -0.066, -0.644, -0.530, 0.435, -0.616, -0.477, -0.106, 0.500, -0.477, 0.898, -1.147, 0.487, -0.415, -0.252, -0.485, -0.572, -0.446, -0.585, 0.566, 0.216, 0.468, 0.318, 0.382, 0.382, 0.073, 0.330, 0.319, 0.429, 0.279, 0.261, 0.416, 0.287, 0.238, -0.610, 0.426, 0.190, 0.347, 0.263, 0.478, 0.279, 0.266, 0.279, 0.297, 0.005, 0.324, 0.243, 0.219, 0.276, 0.274, -0.099, 0.093, 0.215, 0.435, 0.334, 0.337, -0.007, 0.276, 0.372, -0.098, 0.267, 0.268, 0.296, 0.400, 0.258, 0.319, 0.362, -0.061, 0.267, 0.488, 0.246, 0.283, 0.243],
  "lumo_energy_ev": -0.01,
  "smiles": "CCCCCc1cnc2ccccc2n1.O=C1CCCO1.O=C1CCCO1.O=C1CCCO1.O=C1CCCO1.O=C1CCCO1.O=C1CCCO1",
  "relative_energy_ev": 0.000,
  "orbital_gap_ev": 9.14
}


Record 2
{
  "formula": "C37H52N3O5PRh",
  "method": "wB97M-V/def2-TZVPD",
  "elements": ["Rh", "P", "O", "O", "O", "O", "O", "N", "N", "N", "C", "C", "C", "C", "C", "C", "C", "C", "C", "C", "C", "C", "C", "C", "C", "C", "C", "C", "C", "C", "C", "C", "C", "C", "C", "C", "C", "C", "C", "C", "C", "C", "C", "C", "C", "C", "C", "H", "H", "H", "H", "H", "H", "H", "H", "H", "H", "H", "H", "H", "H", "H", "H", "H", "H", "H", "H", "H", "H", "H", "H", "H", "H", "H", "H", "H", "H", "H", "H", "H", "H", "H", "H", "H", "H", "H", "H", "H", "H", "H", "H", "H", "H", "H", "H", "H", "H", "H", "H"],
  "positions_angstrom": [[0.03046, 0.59423, -0.60779], [0.79717, -0.94061, -2.24157], [-1.03140, -3.25609, 0.01759], [1.87917, -0.67580, -3.38370], [-3.37830, 3.10431, -1.27884], [1.39468, -2.27163, -1.60470], [-0.51016, -1.49848, -2.94983], [-0.24567, -1.20655, 0.79713], [-1.25219, 2.39633, -0.77519], [-2.07015, -0.04952, -0.72222], [-3.54973, -1.88136, -0.77227], [2.14660, 1.42914, 2.73477], [-0.91694, 3.88484, 2.57337], [-1.39668, 3.07314, 1.56203], [-4.25887, 0.30666, -1.51052], [-2.57830, 2.21301, -1.12205], [-1.12230, -3.23251, 2.89710], [2.81646, -3.95577, -0.70557], [-0.65448, -2.82185, -3.53446], [0.29055, -2.76946, 2.59067], [2.62937, 0.06436, -5.52512], [-1.44808, -2.86076, 4.35412], [-0.80622, 3.17181, 0.26460], [-4.52268, -1.04524, -1.31364], [-2.49736, 2.07993, 1.88391], [1.33621, -3.33936, 3.27949], [2.07864, 0.52808, 1.49379], [1.66028, 0.33113, -4.40422], [1.84097, -0.90990, 1.93394], [3.30299, 0.74753, 0.60589], [-2.99221, 0.76424, -1.19628], [1.12699, 3.28033, -2.29082], [-1.99776, 1.00510, 2.85733], [2.77969, -2.60295, -1.36697], [0.25796, 4.08877, 0.03192], [-2.32056, -1.32517, -0.47649], [-3.75300, 2.77985, 2.41095], [0.11601, 4.78700, 2.34636], [-0.10050, 5.44654, -2.00871], [-1.17225, -2.06696, 0.15898], [0.58434, -1.62677, 1.74564], [2.83335, -1.54184, 2.64102], [2.61000, -2.77585, 3.26097], [0.23128, -3.03997, -4.73900], [0.68733, 4.88016, 1.08555], [0.82650, 4.42157, -1.33167], [-1.34174, -4.72611, 2.65943], [3.22053, -1.84484, -0.72032], [1.81933, 1.31121, -3.96944], [-0.83104, -3.42978, 5.05295], [2.13965, 2.47842, 2.43169], [2.47799, -0.93340, -5.93864], [3.30607, -2.59316, -2.31988], [0.62748, 0.27010, -4.75355], [1.66052, 2.46378, -1.80175], [1.15456, -4.21684, 3.88731], [1.77481, 3.66091, -3.08419], [-2.49370, -3.09023, 4.56688], [-4.54467, 2.04822, 2.58561], [-0.22460, 6.34136, -1.39767], [3.65809, 0.14330, -5.17255], [-5.00463, 0.99656, -1.88173], [-4.11983, 3.51564, 1.69318], [-1.69236, 1.44335, 3.81072], [-2.78312, 1.55729, 0.97026], [-1.28550, -1.79788, 4.54794], [3.79726, -1.05978, 2.75565], [-3.73732, -2.92796, -0.57398], [-1.08808, 5.00555, -2.17163], [-3.56280, 3.29172, 3.35698], [-1.14181, 0.46927, 2.44080], [1.28791, -2.97256, -4.48300], [-1.35672, 3.81751, 3.56168], [4.21316, 0.38047, 1.08397], [-1.19383, -4.99544, 1.61386], [0.47234, 5.41913, 3.15104], [-0.46543, -3.55509, -2.74957], [3.20567, 0.25747, -0.36100], [-1.81991, -2.67426, 2.27897], [-2.35708, -4.99735, 2.95241], [1.18343, 0.86924, 0.95760], [3.41573, -3.25394, 3.80471], [3.83719, -4.19247, -0.39991], [-0.65894, -5.32159, 3.26945], [1.29587, 1.26052, 3.39850], [2.48036, 0.79511, -6.32190], [-2.78952, 0.27899, 3.06050], [2.17449, -3.95756, 0.17893], [2.46890, -4.73384, -1.38624], [0.04129, -4.03850, -5.13748], [-5.49963, -1.44418, -1.55475], [3.06245, 1.23849, 3.29935], [1.78066, 4.91126, -1.12790], [0.30564, 5.74490, -2.97807], [3.43398, 1.81613, 0.42497], [-1.70432, -2.86899, -3.81032], [0.22724, 2.86960, -2.74811], [1.47815, 5.60115, 0.90691], [0.01461, -2.31456, -5.52414]],
  "forces_ev_per_a": [[-0.578, 0.242, -0.236], [-0.094, 0.065, 0.161], [0.027, -0.010, 0.015], [0.108, 0.143, -0.108], [-0.053, 0.111, -0.050], [0.044, -0.112, 0.024], [-0.111, 0.016, -0.060], [-0.191, -0.007, -0.457], [0.015, -0.662, -0.583], [0.113, -0.268, -0.034], [-0.087, -0.035, -0.018], [0.008, -0.013, 0.069], [0.086, 0.068, 0.032], [-0.002, -0.111, 0.008], [-0.079, -0.110, -0.067], [0.175, 0.184, 0.305], [0.061, 0.072, 0.059], [-0.058, -0.077, 0.064], [0.056, -0.006, 0.057], [0.008, 0.062, 0.020], [0.066, -0.002, -0.092], [0.026, -0.009, 0.019], [-0.116, 0.278, 0.136], [-0.042, 0.052, -0.003], [-0.056, -0.023, -0.043], [0.130, -0.022, 0.000], [-0.060, -0.147, 0.129], [-0.027, -0.182, -0.045], [-0.031, 0.001, 0.020], [-0.003, -0.003, 0.062], [0.090, 0.049, -0.139], [0.009, -0.047, -0.175], [0.004, 0.063, 0.032], [-0.066, 0.121, -0.041], [0.041, 0.028, 0.055], [0.198, 0.074, 0.102], [-0.004, 0.010, -0.005], [-0.049, -0.067, 0.026], [-0.012, -0.089, -0.053], [0.117, 0.106, 0.015], [0.111, -0.047, 0.182], [0.003, -0.137, 0.050], [0.019, 0.006, 0.002], [0.010, -0.049, -0.025], [0.084, -0.070, 0.097], [-0.191, 0.136, -0.037], [0.048, -0.028, -0.009], [0.012, 0.048, 0.046], [0.025, 0.169, 0.125], [-0.017, 0.023, -0.027], [0.007, -0.041, 0.003], [-0.001, 0.037, 0.006], [0.034, -0.003, -0.036], [-0.017, -0.040, 0.026], [0.112, -0.133, 0.118], [0.027, 0.016, -0.015], [-0.023, -0.042, -0.031], [0.028, 0.001, -0.007], [0.022, 0.014, -0.002], [0.014, -0.039, 0.003], [-0.024, -0.007, -0.010], [0.013, -0.014, 0.021], [0.025, -0.024, 0.019], [-0.028, 0.001, -0.016], [0.058, 0.122, 0.273], [0.000, -0.033, -0.033], [-0.034, -0.036, 0.000], [0.004, 0.015, -0.005], [0.040, 0.029, 0.009], [0.010, -0.023, -0.037], [-0.034, 0.043, 0.028], [-0.014, -0.021, 0.025], [0.018, 0.002, -0.027], [-0.014, 0.017, 0.000], [0.009, 0.045, 0.077], [-0.026, -0.027, -0.034], [0.022, 0.028, -0.028], [-0.008, -0.050, -0.064], [-0.084, 0.030, -0.035], [0.011, 0.000, -0.018], [0.165, 0.158, 0.183], [-0.030, 0.018, -0.016], [-0.030, 0.005, -0.028], [-0.037, 0.005, -0.009], [0.025, 0.007, -0.037], [0.015, -0.023, 0.026], [0.016, 0.019, -0.006], [0.052, -0.006, -0.027], [-0.006, 0.027, 0.033], [-0.004, 0.040, -0.011], [0.021, 0.010, 0.003], [-0.029, 0.002, -0.006], [0.028, 0.086, 0.002], [-0.009, -0.011, 0.044], [-0.008, -0.016, 0.004], [-0.064, -0.029, -0.009], [0.030, 0.062, 0.018], [-0.045, -0.022, 0.015], [-0.005, 0.008, 0.008]],
  "mulliken_charge": [0.250, 0.553, -0.519, -0.223, -0.629, -0.116, 0.046, 2.033, 1.028, 1.139, -0.940, -1.632, -0.354, 1.029, -1.012, -0.807, 0.917, -1.141, -0.222, 0.432, -1.458, -1.479, 0.203, -0.846, 1.677, 0.037, 2.938, 0.351, 0.169, -1.750, 0.036, -1.497, -1.820, -0.024, 0.643, -0.537, -1.773, -1.520, -1.450, -0.561, -0.061, -0.243, -1.710, -1.187, -1.062, 0.380, -1.678, -0.004, -0.094, 0.363, 0.346, 0.326, 0.391, 0.347, 0.142, 0.460, 0.599, 0.449, 0.436, 0.382, 0.299, 0.626, 0.416, 0.464, -0.883, 0.312, 0.487, 0.630, 0.250, 0.353, 0.210, 0.200, 0.426, 0.260, 0.305, 0.397, 0.231, 0.224, 0.034, 0.447, -1.591, 0.450, 0.434, 0.346, 0.322, 0.450, 0.511, 0.069, 0.304, 0.477, 0.497, 0.405, 0.571, 0.455, 0.491, 0.399, 0.211, 0.481, 0.280],
  "charge": 1,
  "lumo_energy_ev": [-2.81, -5.04],
  "orbital_gap_ev": [7.55, 5.90],
  "multiplicity": 5
}


| no. | DFT total energy (a.u.) |
| --- | --- |
| 1 | -2453.56127 |
| 2 | -2433.28856 |